# 1
12
Properties=species:S:1:pos:R:3:forces:R:3 method="wB97M-V/def2-TZVPD" smiles="O=C=C[C@@H]1C[C@@H]1I" multiplicity=1 charge=0 homo_energy_ev=-8.4
H 1.6093 -1.1690 -1.3986 -2.25 0.08 1.27
O -1.5298 2.3388 -0.7006 -0.34 0.34 0.06
H 0.5686 1.7361 1.5312 -0.34 0.27 -0.20
H 0.0494 -0.0808 -1.6811 1.49 -1.03 1.48
C -0.2885 -1.2636 0.1308 -0.27 0.87 -0.70
I -2.3941 -0.9081 0.1235 0.49 -0.56 -0.14
C 0.6300 -0.7515 -0.9172 0.36 2.14 -1.84
H -0.0220 -2.2030 0.4444 0.06 -2.15 1.17
C 0.1393 1.1850 0.6970 0.18 1.69 1.50
C 0.6271 -0.1536 0.5496 0.09 -2.04 -2.09
C -0.8015 1.7858 0.0078 0.64 -0.13 -0.32
H 1.4122 -0.5162 1.2133 -0.10 0.52 -0.20


# 2
11
Properties=species:S:1:pos:R:3:forces:R:3 method="wB97M-V/def2-TZVPD" multiplicity=1 charge=0 homo_energy_ev="-7.4 / -7.4"
H -2.1373 0.5889 -0.3204 0.24 -0.11 -0.53
C 0.7548 2.0045 0.2753 -1.03 0.32 -0.95
H -1.6804 -1.8699 -0.0948 0.01 -0.14 0.17
H -0.1663 2.6259 0.4485 1.01 1.12 1.48
H 2.1108 -2.2095 -0.4148 -0.08 0.04 0.02
C -0.8683 -1.1718 0.0471 -0.02 -0.39 0.25
C -0.1340 1.0918 -0.0028 0.11 -0.59 -0.44
C -1.1368 0.2488 -0.0734 0.10 -0.16 -0.19
H 1.4839 2.3224 -0.4646 -0.08 0.07 0.09
C 1.4555 -2.0044 0.4442 -0.51 0.14 -0.17
N 0.3182 -1.6268 0.1557 0.28 -0.29 0.26


# 3
11
Properties=species:S:1:pos:R:3:forces:R:3 method="wB97M-V/def2-TZVPD" multiplicity=1 charge=0 homo_energy_ev="-9.2 / -9.0"
H -2.5444 1.0115 0.8751 -0.08 0.25 -0.75
C 2.6501 0.2411 0.5685 -0.12 -0.74 -0.40
C -2.1272 0.1281 0.3888 -0.90 -1.68 3.70
C -1.0171 0.0781 -0.4826 1.74 -0.26 -1.92
H 3.1477 -0.5968 1.0744 0.24 1.44 0.69
H -2.1590 -0.7472 1.1116 -0.41 0.96 -0.51
H -2.6724 -0.7344 -1.8114 -1.08 -0.76 -1.35
H 2.6074 1.3235 0.6460 0.86 -0.31 1.08
N 2.6013 -0.1374 -0.9941 -1.20 -0.27 0.04
C 1.6010 -0.2599 -0.2926 -0.84 0.13 -1.48
C -2.0874 -0.3065 -1.0837 1.77 1.23 0.89